Entry from the OMol25 dataset: 2 unconnected molecules or ions with the total composition C4H14N3 in a non-equilibrium geometry (the ωB97M-V functional and the def2-TZVPD basis).

The energy above the lowest of the compared OMol25 structures with the same formula, charge and spin comes out at 2.503 eV. The calculation puts the calculated total energy at -8837.5198 eV. The calculation puts the HOMO energy at -14.2 eV. For the molar mass, the calculation gives 104.18 g mol⁻¹. The total charge is +1.

Structure (XYZ):
```
21
Properties=species:S:1:pos:R:3:mulliken_charge:R:1
C 1.916 -0.214 1.904 -1.1324
C 1.214 -0.311 -0.410 0.6051
N 1.052 -0.823 0.893 -0.1319
N 1.927 0.846 -0.794 -0.3748
N 0.668 -1.080 -1.319 -0.3940
H 0.755 -1.735 1.062 0.2593
H 2.118 1.560 -0.154 0.2212
H 2.377 0.916 -1.679 0.2389
H 0.561 -2.140 -1.097 0.2600
H 0.168 -0.673 -2.255 0.3297
H 1.322 0.271 2.689 0.3482
H 2.701 0.331 1.565 0.4084
H 2.122 -0.964 2.630 0.3614
C -2.598 0.149 0.165 -0.7230
C -2.146 0.966 -0.991 -0.5435
H -2.257 0.299 1.216 0.2493
H -3.682 0.047 0.553 0.3043
H -2.308 -0.983 -0.030 0.1513
H -1.047 1.047 -1.116 0.0172
H -2.415 2.011 -0.874 0.3254
H -2.446 0.479 -1.959 0.2200
```

***

Entry from the OMol25 dataset: 2 unconnected molecules or ions with the total composition C4H14N3O (the ωB97M-V functional and the def2-TZVPD basis).

The energy above the lowest of the compared OMol25 structures with the same formula, charge and spin comes out at 0.985 eV. The calculation puts the calculated total energy at -10891.7389 eV. The calculation puts the HOMO energy at -2.0 eV. For the molar mass, the calculation gives 120.18 g mol⁻¹. The total charge is -1.

Structure (XYZ):
```
22
Properties=species:S:1:pos:R:3:mulliken_charge:R:1
C 0.613 1.748 2.145 -0.2041
O 0.213 2.433 3.220 -0.8962
C 0.911 0.265 2.489 -0.3346
N 1.248 -0.615 1.347 -0.4736
H -0.128 1.713 1.287 -0.0903
H 1.552 2.127 1.644 0.1483
H 1.723 0.341 3.219 0.2931
H 0.020 -0.081 3.026 0.1647
H 1.987 -1.256 1.633 0.2140
H 0.480 -1.261 1.172 0.1506
N 0.093 0.751 -2.962 -0.5536
C -0.154 -0.496 -2.262 -0.4987
C -1.195 -0.328 -1.171 -0.2360
N -1.243 -1.577 -0.387 -0.5743
H -0.710 1.034 -3.506 0.1935
H 0.874 0.666 -3.593 0.2038
H 0.758 -0.855 -1.790 0.3761
H -0.513 -1.319 -2.910 0.1986
H -0.846 0.461 -0.501 0.1020
H -2.169 -0.027 -1.574 0.3903
H -1.847 -1.392 0.402 0.2242
H -1.667 -2.334 -0.926 0.2023
```

***

Entry from the OMol25 dataset: 2 unconnected molecules or ions with the total composition C4H14N3O in a non-equilibrium geometry (the ωB97M-V functional and the def2-TZVPD basis).

The energy above the lowest of the compared OMol25 structures with the same formula, charge and spin comes out at 1.888 eV. The calculation puts the calculated total energy at -10886.2729 eV. The calculation puts the HOMO energy at -11.7 eV. For the molar mass, the calculation gives 120.18 g mol⁻¹. The total charge is +1.

Structure (XYZ):
```
22
Properties=species:S:1:pos:R:3:mulliken_charge:R:1
C -1.647 -1.297 0.715 -0.7438
C -1.299 0.070 1.304 -0.8041
C 0.017 0.513 0.755 0.1398
C 0.109 1.570 -0.067 -0.3890
N 1.229 2.082 -0.667 -0.4282
N 1.135 -0.219 1.223 -0.3503
N -1.265 -1.365 -0.769 -0.1612
H -2.691 -1.584 0.808 0.4234
H -1.180 -2.148 1.177 0.3997
H -2.122 0.765 1.220 0.3897
H -1.288 -0.117 2.383 0.3154
H -0.872 2.032 -0.156 0.3759
H 1.332 2.256 -1.646 0.1855
H 2.074 2.037 -0.128 0.2668
H 1.167 -1.214 1.368 0.1636
H 1.833 0.300 1.734 0.2083
H -1.681 -2.190 -1.189 0.3912
H -1.607 -0.519 -1.238 0.3337
H -0.246 -1.348 -0.910 0.2961
H 1.958 -1.045 -2.244 0.2995
H 1.680 -0.301 -0.911 0.3518
O 1.259 -0.804 -1.626 -0.6637
```

***

Entry from the OMol25 dataset: 2 unconnected molecules or ions with the total composition C4H14N3PS in a non-equilibrium geometry (the ωB97M-V functional and the def2-TZVPD basis).

The energy above the lowest of the compared OMol25 structures with the same formula, charge and spin comes out at 1.662 eV. The calculation puts the calculated total energy at -28967.5814 eV. Its structure (SMILES) is CN(C)P(N)S.C=NC. The calculation puts the HOMO energy at -7.8 eV. For the molar mass, the calculation gives 167.22 g mol⁻¹. The total charge is 0.

Structure (XYZ):
```
23
Properties=species:S:1:pos:R:3:mulliken_charge:R:1
C -2.796 0.418 1.622 -1.1019
N -2.178 0.175 0.306 0.1933
C -3.105 0.030 -0.854 -1.0869
P -0.534 -0.068 0.342 0.1343
N -0.032 0.568 -1.164 -0.4999
S -0.404 -2.289 -0.155 -0.4565
H -3.532 -0.252 1.906 0.4246
H -2.148 0.216 2.441 0.3666
H -3.286 1.393 1.564 0.3080
H -3.957 0.605 -0.735 0.4200
H -2.814 0.229 -1.868 0.3315
H -3.390 -0.959 -0.790 0.3669
H 0.965 0.773 -1.109 0.2264
H -0.632 1.306 -1.510 0.2500
H 0.651 -2.386 -1.049 0.1250
C 3.172 -1.250 0.481 -0.3563
N 2.774 -0.157 -0.017 -0.1904
C 3.519 1.033 -0.182 -1.1360
H 2.496 -2.050 0.768 0.2308
H 4.233 -1.441 0.700 0.2564
H 2.831 1.759 -0.144 0.3523
H 4.219 1.076 0.556 0.4866
H 3.947 1.269 -1.108 0.3550
```

***

Entry from the OMol25 dataset: 2 unconnected molecules or ions with the total composition C4H14N4 in a non-equilibrium geometry (the ωB97M-V functional and the def2-TZVPD basis).

The energy above the lowest of the compared OMol25 structures with the same formula, charge and spin comes out at 3.060 eV. The calculation puts the calculated total energy at -10332.7443 eV. Its structure (SMILES) is [H]/N=C(\N)NN.CCC. The calculation puts the HOMO energy at -9.2 eV. For the molar mass, the calculation gives 118.18 g mol⁻¹. The total charge is 0.

Structure (XYZ):
```
22
Properties=species:S:1:pos:R:3:mulliken_charge:R:1
H -0.142 -1.169 2.936 0.2185
N 0.001 -0.406 2.278 -0.7498
C 0.465 -0.832 1.158 0.5084
N 0.547 -2.161 0.825 -0.5456
N 1.731 -0.034 0.514 -0.1180
N 2.182 1.001 1.355 -0.7461
H 0.601 -2.292 -0.178 0.2703
H -0.166 -2.746 1.242 0.2593
H 2.451 -0.716 0.285 0.2709
H 2.198 0.630 2.317 0.2824
H 1.464 1.726 1.398 0.2735
C -0.268 0.736 -2.308 -1.2719
C -0.969 0.044 -1.151 0.4765
C -1.913 0.952 -0.389 -1.2639
H -0.984 1.205 -2.991 0.3896
H 0.339 0.030 -2.881 0.2907
H 0.427 1.484 -1.914 0.2878
H -1.496 -0.843 -1.509 0.3704
H -0.007 -0.129 -0.398 -0.1890
H -1.342 1.749 0.096 0.2388
H -2.665 1.398 -1.049 0.4185
H -2.454 0.375 0.365 0.3285
```

***

Entry from the OMol25 dataset: 2 unconnected molecules or ions with the total composition C4H14N4 in a non-equilibrium geometry (the ωB97M-V functional and the def2-TZVPD basis).

The energy above the lowest of the compared OMol25 structures with the same formula, charge and spin comes out at 3.251 eV. The calculation puts the calculated total energy at -10332.5531 eV. The calculation puts the HOMO energy (spin up / spin down) at -5.7 / -5.5 eV. For the molar mass, the calculation gives 118.18 g mol⁻¹. The total charge is 0.

Structure (XYZ):
```
22
Properties=species:S:1:pos:R:3:mulliken_charge:R:1
C -1.245 -0.565 -1.431 -0.3967
C 0.046 1.163 -0.212 0.0940
C 0.884 -1.714 0.875 -0.4381
C -0.968 1.828 0.677 -1.4374
N -0.375 0.437 -1.313 -0.0034
N -2.184 -0.934 -0.454 -0.2755
N 1.220 1.941 -0.405 -0.6329
N 2.328 -1.509 0.854 -0.5678
H 0.336 0.405 -2.034 0.2250
H -1.087 -1.279 -2.222 0.2999
H 0.432 -0.670 0.642 0.3214
H -2.967 -1.449 -0.838 0.2323
H -2.345 -0.219 0.240 0.1419
H 1.084 2.816 -0.909 0.1894
H 1.971 1.403 -0.820 0.2705
H 2.583 -0.793 1.525 0.2103
H 2.820 -2.361 1.104 0.2084
H 0.493 -2.094 1.833 0.2780
H 0.626 -2.444 0.107 0.2361
H -1.704 2.418 0.118 0.3258
H -0.447 2.502 1.351 0.4184
H -1.502 1.117 1.311 0.3004
```

***

Entry from the OMol25 dataset: a gas-phase ion, C4H14N4 (charge +2) in a non-equilibrium geometry (the ωB97M-V functional and the def2-TZVPD basis).

The energy above the lowest of the compared OMol25 structures with the same formula, charge and spin comes out at 6.531 eV. The calculation puts the calculated total energy at -10313.2759 eV. Its structure (SMILES) is C=[N+](N)C[N@@H+](C)NC. The calculation puts the HOMO energy at -18.4 eV. For the molar mass, the calculation gives 118.18 g mol⁻¹. The total charge is +2.

Structure (XYZ):
```
22
Properties=species:S:1:pos:R:3:mulliken_charge:R:1
C -1.777 -0.741 1.179 0.0466
N -1.677 0.125 0.258 0.5905
N -2.304 0.152 -0.952 -0.6790
C -0.706 1.180 0.286 -0.7099
N 0.763 0.521 -0.174 0.0638
C 1.890 1.465 -0.005 -0.9385
N 0.933 -0.743 0.425 -0.3105
C 1.039 -1.923 -0.362 -0.8361
H -1.299 -0.424 2.075 0.2796
H -2.400 -1.552 0.839 0.3116
H -2.712 0.915 -1.451 0.2401
H -2.597 -0.702 -1.400 0.2341
H -1.051 2.063 -0.263 0.4350
H -0.353 1.712 1.145 0.3711
H 0.530 0.273 -1.106 0.4236
H 1.883 1.537 1.049 0.5032
H 2.902 1.138 -0.228 0.3715
H 1.846 2.461 -0.386 0.3650
H 1.648 -0.586 1.118 0.2502
H 1.901 -2.000 -1.193 0.3188
H 1.347 -2.814 0.157 0.3488
H 0.195 -2.056 -1.010 0.3205
```

***

Entry from the OMol25 dataset: 2 unconnected molecules or ions with the total composition C4H14N4O in a non-equilibrium geometry (the ωB97M-V functional and the def2-TZVPD basis).

The energy above the lowest of the compared OMol25 structures with the same formula, charge and spin comes out at 4.084 eV. The calculation puts the calculated total energy at -12378.8611 eV. Its structure (SMILES) is [H]/N=C\N(C)N.CNOC. The calculation puts the HOMO energy at -8.4 eV. For the molar mass, the calculation gives 134.18 g mol⁻¹. The total charge is 0.

Structure (XYZ):
```
23
Properties=species:S:1:pos:R:3:mulliken_charge:R:1
H -1.298 -1.986 1.478 0.2104
N -1.721 -1.776 0.573 -0.8130
C -0.852 -1.442 -0.328 0.1323
N 0.487 -1.734 -0.355 0.2699
C 1.310 -1.371 -1.485 -0.7750
N 1.238 -1.807 0.838 -0.7416
H -1.256 -1.260 -1.319 0.3549
H 0.701 -1.339 -2.384 0.3271
H 1.782 -0.397 -1.329 0.2179
H 2.094 -2.118 -1.608 0.2837
H 0.787 -2.450 1.483 0.2752
H 1.321 -0.882 1.269 0.2703
C -1.812 1.454 0.468 -1.0376
N -0.643 0.613 0.673 -0.0309
O 0.630 1.479 0.882 -0.3883
C 0.968 2.284 -0.212 -0.6318
H -1.743 1.923 -0.513 0.3319
H -1.912 2.226 1.238 0.2912
H -2.683 0.802 0.488 0.4193
H -0.639 0.257 1.625 0.2577
H 1.986 2.640 -0.032 0.2425
H 0.935 1.717 -1.150 0.2572
H 0.317 3.166 -0.301 0.2768
```

***

Entry from the OMol25 dataset: a molecular structure, C4H14N4O in a non-equilibrium geometry (the ωB97M-V functional and the def2-TZVPD basis).

The energy above the lowest of the compared OMol25 structures with the same formula, charge and spin comes out at 4.132 eV. The calculation puts the calculated total energy at -12378.8134 eV. The calculation puts the HOMO energy (spin up / spin down) at -7.4 / -7.4 eV. For the molar mass, the calculation gives 134.18 g mol⁻¹. The total charge is 0.

Structure (XYZ):
```
23
Properties=species:S:1:pos:R:3:mulliken_charge:R:1
C 0.770 0.298 -1.138 0.2597
C -2.327 -1.477 0.079 -0.3814
C 2.354 0.781 1.105 -0.9506
C 0.067 1.340 -1.978 -1.3638
N -1.497 -0.310 0.335 0.2337
N 0.073 -0.847 -0.979 -0.6008
N 1.091 1.171 0.478 -0.3963
N -1.001 -0.151 1.508 -0.7921
O -2.016 -2.645 0.822 -0.5548
H -2.452 -2.600 1.680 0.3257
H 0.588 -1.560 -0.464 0.2144
H 1.008 2.180 0.398 0.2911
H 1.825 0.184 -1.427 0.3704
H 0.253 0.781 1.062 0.4273
H -0.883 -1.042 2.020 0.2270
H -3.359 -1.153 0.265 0.2914
H -2.196 -1.717 -0.973 0.3842
H 2.397 1.092 2.151 0.3420
H 2.435 -0.306 1.073 0.3087
H 3.200 1.207 0.563 0.3433
H 0.068 1.019 -3.019 0.3417
H -0.966 1.446 -1.650 0.3162
H 0.567 2.309 -1.910 0.3628
```

***

Entry from the OMol25 dataset: 2 unconnected molecules or ions with the total composition C4H14N6O in a non-equilibrium geometry (the ωB97M-V functional and the def2-TZVPD basis).

The energy above the lowest of the compared OMol25 structures with the same formula, charge and spin comes out at 2.117 eV. The calculation puts the calculated total energy at -15346.4220 eV. The calculation puts the HOMO energy (spin up / spin down) at -11.4 / -11.4 eV. For the molar mass, the calculation gives 162.20 g mol⁻¹. The total charge is +2.

Structure (XYZ):
```
25
Properties=species:S:1:pos:R:3:mulliken_charge:R:1
C 2.833 -1.322 -1.162 -0.3800
C 1.599 -2.263 0.759 0.1574
C 2.266 1.400 0.250 0.7059
C 3.572 0.832 -0.101 0.2588
N 3.696 -0.351 -0.706 -0.0619
N 1.903 -2.072 -0.500 -0.0925
N 2.199 2.685 0.685 -0.4239
N 1.271 0.621 0.043 -0.5774
N 4.713 1.524 0.139 -0.4128
N -10.179 0.205 -0.101 -0.5603
O 0.578 -3.008 1.156 -0.4317
H 3.152 -1.770 -2.089 0.2338
H 2.119 -1.751 1.550 0.3637
H 4.633 -0.481 -1.091 0.2472
H 1.355 -2.620 -1.165 0.2113
H 2.984 3.190 1.052 0.1312
H -10.658 1.023 0.300 0.3917
H 0.366 1.044 0.231 0.1900
H -10.324 -0.614 0.506 0.3908
H 5.576 1.249 -0.307 0.2181
H 4.667 2.488 0.421 0.1386
H 1.289 3.047 0.917 0.2189
H -10.566 0.010 -1.035 0.3920
H -9.173 0.402 -0.184 0.3858
H 0.131 -3.468 0.430 0.3054
```

***

Entry from the OMol25 dataset: 2 unconnected molecules or ions with the total composition C4H14NO in a non-equilibrium geometry (the ωB97M-V functional and the def2-TZVPD basis).

The energy above the lowest of the compared OMol25 structures with the same formula, charge and spin comes out at 1.333 eV. The calculation puts the calculated total energy at -7905.6212 eV. The calculation puts the HOMO energy at -15.0 eV. For the molar mass, the calculation gives 92.16 g mol⁻¹. The total charge is +1.

Structure (XYZ):
```
20
Properties=species:S:1:pos:R:3:mulliken_charge:R:1
C -0.144 -1.116 1.649 -1.3271
C -0.857 -0.683 0.301 0.2948
N -0.400 0.659 -0.106 -0.0532
C -0.874 1.029 -1.459 -0.9340
C -0.792 -1.803 -0.752 -1.3869
H 0.390 -0.294 2.198 0.3530
H 0.559 -1.916 1.434 0.3778
H -0.874 -1.704 2.218 0.3884
H -1.890 -0.592 0.640 0.2599
H -0.718 1.295 0.620 0.3918
H 0.635 0.638 -0.110 0.3633
H -1.888 0.832 -1.708 0.3919
H -0.727 2.124 -1.624 0.3736
H -0.197 0.773 -2.281 0.3485
H -0.850 -2.739 -0.209 0.4358
H -0.020 -1.861 -1.506 0.3321
H -1.807 -1.811 -1.255 0.3771
H 3.978 2.090 1.162 0.3260
H 3.325 2.931 0.127 0.3201
O 3.155 2.148 0.661 -0.6327
```